{"formula": "C21H34N4O3", "method": "ωB97M-V with the def2-TZVPD basis set", "s2": 0.750, "lumo_ev": [2.5, 2.5], "total_charge": -1, "multiplicity": 2, "fmax_ev_per_a": 3.13, "elements": ["C", "C", "O", "C", "H", "H", "H", "H", "H", "H", "C", "C", "O", "C", "H", "H", "H", "H", "H", "H", "C", "C", "O", "N", "C", "H", "H", "H", "H", "H", "H", "H", "N", "C", "C", "C", "C", "H", "H", "H", "H", "H", "N", "C", "C", "C", "C", "H", "H", "H", "H", "H", "N", "C", "C", "C", "C", "H", "H", "H", "H", "H"], "coordinates": [[-2.52186, -1.05098, 3.45803], [-3.84624, -0.87881, 2.69134], [-4.50737, 0.08914, 2.96931], [-4.21329, -1.93091, 1.61770], [-2.43621, -0.35052, 4.28876], [-1.67049, -0.81893, 2.81817], [-2.41807, -2.02641, 3.93328], [-5.09455, -1.69370, 1.02169], [-4.62115, -2.86783, 1.99710], [-3.28851, -2.06204, 1.05583], [1.29540, -0.40099, -5.55775], [1.82453, 0.87437, -4.80494], [2.99727, 1.18650, -4.86971], [0.70069, 1.72625, -4.16017], [0.77684, -0.03732, -6.44484], [0.59929, -0.97187, -4.94323], [2.09491, -1.05957, -5.89710], [-0.13012, 1.14997, -3.75304], [0.35792, 2.32331, -5.00523], [1.02174, 2.31800, -3.30293], [-2.57411, -1.34963, -4.81807], [-1.54772, -2.19436, -4.08638], [-1.21751, -1.86038, -2.98328], [-0.90061, -3.16601, -4.75648], [0.07991, -4.15652, -4.31979], [-3.62037, -1.43789, -4.52541], [-2.50189, -1.54341, -5.88827], [-2.37082, -0.28376, -4.71464], [-1.19012, -3.38777, -5.69834], [-0.33318, -5.16293, -4.25199], [0.30227, -3.98563, -3.26649], [0.93290, -4.32503, -4.97715], [3.09626, -0.30561, 2.86293], [3.85368, 0.65647, 3.48233], [4.56852, 0.10712, 4.49941], [4.17437, -1.25486, 4.63213], [3.34661, -1.47765, 3.53650], [2.35831, -0.16707, 2.18741], [3.81273, 1.71292, 3.26180], [5.29117, 0.66490, 5.07652], [4.51793, -1.99355, 5.34114], [2.68938, -2.30333, 3.30694], [-0.08876, -0.25376, -1.01785], [1.18264, 0.13890, -0.91785], [1.48356, 0.82511, 0.28706], [0.26127, 0.66317, 0.96295], [-0.74130, 0.15629, 0.12473], [-0.51413, -0.78623, -1.76326], [1.79539, -0.22532, -1.72920], [2.40776, 1.20808, 0.69400], [0.02293, 0.95237, 1.97585], [-1.78085, -0.12815, 0.19434], [-0.74251, 4.77319, 3.10211], [-0.89696, 5.04324, 4.45382], [-0.34158, 4.01442, 5.19648], [0.20383, 3.08022, 4.28598], [-0.08674, 3.55973, 3.04805], [-1.13077, 5.37226, 2.38763], [-1.42899, 5.91665, 4.80095], [-0.17180, 3.84805, 6.25000], [0.77651, 2.23371, 4.63504], [0.10221, 3.30440, 2.01582]], "forces_ev_per_a": [[-0.091, -0.010, 0.132], [0.277, -0.365, 0.711], [-0.641, -0.009, -0.498], [-0.248, 0.601, 0.570], [-0.487, 0.281, -0.192], [0.058, -0.428, -0.236], [0.091, -0.311, -0.511], [0.470, 1.017, -0.367], [0.938, -0.298, 0.735], [-0.334, -0.469, -0.368], [0.522, 0.986, 0.659], [-0.313, -1.162, -0.489], [-0.953, 0.140, 0.415], [0.785, -0.528, 0.090], [-0.296, -0.044, -0.050], [-0.018, 0.133, -0.083], [0.137, 0.201, 0.174], [-0.002, -0.364, -0.499], [-0.260, 0.336, 0.215], [0.441, 0.319, -0.418], [-0.030, -0.238, -1.139], [-0.353, 0.090, -1.571], [0.834, 0.472, 2.980], [0.251, -1.082, -1.379], [-0.747, -0.252, 1.478], [0.238, -0.550, 0.260], [-0.230, -0.137, -0.236], [0.461, 0.017, 0.356], [-0.543, 0.418, -0.264], [-0.755, -0.128, -0.325], [0.686, 0.446, -0.233], [0.139, 0.949, 0.070], [0.966, -0.103, 1.306], [-0.195, 0.870, -0.417], [0.038, -0.101, 0.639], [0.023, 0.055, -1.666], [-1.200, -0.282, 0.737], [0.186, -0.083, -0.052], [-0.061, -0.160, -0.491], [-0.134, -0.116, 0.165], [-0.028, 0.073, -0.126], [0.372, -0.269, -0.017], [-0.390, 1.348, 1.777], [2.152, 0.066, -0.876], [-1.484, -2.132, -1.479], [-2.299, 0.934, 0.891], [1.332, -1.021, -0.109], [-0.043, -0.219, -0.483], [0.536, 0.511, 0.049], [-0.021, -0.044, -0.461], [0.126, 0.299, 0.056], [0.069, 0.325, 0.567], [0.038, -0.388, 2.896], [-0.233, 0.022, 0.655], [0.170, 0.453, -0.472], [-0.176, 0.346, 0.097], [0.035, 0.630, -2.749], [0.312, -0.611, -0.083], [0.078, -0.006, -0.111], [-0.522, 0.646, 0.098], [-0.080, -0.164, -0.611], [0.407, -0.910, 0.285]], "mulliken_spin": [0.022, -0.020, -0.008, 0.074, -0.002, -0.005, -0.002, -0.014, -0.027, 0.020, 0.649, -0.231, -0.045, 0.306, -0.238, -0.041, -0.044, -0.036, -0.149, 0.051, 1.733, 0.539, -1.135, -0.054, 1.005, -0.092, -0.476, -0.141, -0.580, -0.386, 0.071, -0.093, -0.005, 0.001, 0.002, -0.003, 0.015, 0.002, 0.000, 0.000, 0.000, -0.001, -0.051, 0.006, -0.050, -0.118, 0.175, 0.209, 0.070, 0.022, -0.016, 0.087, -0.001, 0.001, 0.001, -0.001, 0.000, -0.003, -0.001, 0.000, 0.000, 0.007]}